(1)
DFT (ωB97M-V with the def2-TZVPD basis set) results for one molecule with the formula C5H6O.

The geometry in ORCA input format:
```
! RIJCOSX wB97M-V def2-TZVPD def2/J DEFGRID3
* xyz 0 1
C 1.680 0.142 0.814
C 1.429 -0.378 -0.248
C 0.404 -0.861 -1.149
C -0.619 -0.482 0.106
C -1.116 0.953 0.272
O -0.936 -1.367 0.858
H 2.063 0.502 1.732
H 0.446 -0.387 -2.152
H 0.383 -1.950 -1.274
H -2.160 0.923 -0.057
H -0.562 1.680 -0.323
H -1.127 1.288 1.318
*
```

Results
LUMO: 0.0319 Ha
Energy above the lowest of the compared OMol25 structures with the same formula, charge and spin: 266.46 kJ/mol
Frontier orbital gap: 10.21 eV
Strongest force on any atom: 1.47 eV Å⁻¹
Structure (SMILES): C#CCC(C)=O

These are the Mulliken partial charges, in e, on atoms 1 to 8: atom 1 (C): -0.342, atom 2 (C): -0.141, atom 3 (C): -0.517, atom 4 (C): 0.605, atom 5 (C): -1.004, atom 6 (O): -0.552, atom 7 (H): 0.402, atom 8 (H): 0.291

---

(2)
DFT (ωB97M-V with the def2-TZVPD basis set) results for C8H20ClORuTl as an isolated structure.

The geometry in ORCA input format:
```
! RIJCOSX wB97M-V def2-TZVPD def2/J DEFGRID3
* xyz -1 6
Tl 1.811 -1.870 -1.511
Cl -0.982 -1.995 -1.199
C 2.209 -3.830 -0.686
C 1.788 -1.711 -3.644
H 2.957 -4.282 -1.357
H 2.608 -3.745 0.331
H 1.261 -4.383 -0.729
H 2.662 -2.262 -4.012
H 1.851 -0.661 -3.945
H 0.857 -2.186 -3.964
Ru -0.293 -0.246 0.133
C 0.003 -1.632 1.552
C 1.562 -0.025 -0.135
H 0.763 -2.386 1.307
H 0.234 -1.123 2.503
H -0.978 -2.121 1.656
H 1.997 0.756 -0.798
H 2.277 -0.293 0.673
C -1.187 1.440 1.988
C -1.528 2.178 0.706
C -3.023 2.512 0.590
C -0.707 3.477 0.604
O -1.212 1.374 -0.423
H -1.093 2.144 2.821
H -0.194 0.954 1.877
H -1.970 0.722 2.242
H -3.308 3.216 1.386
H -3.228 2.970 -0.388
H -3.628 1.600 0.699
H 0.363 3.282 0.755
H -0.850 3.909 -0.392
H -1.022 4.215 1.361
*
```

Results
LUMO (spin up / spin down): 0.0987 / 0.0930 Ha
Energy above the lowest of the compared OMol25 structures with the same formula, charge and spin: 0.00 kJ/mol
Frontier orbital gap (spin up / spin down): 3.60 / 7.53 eV
Strongest force on any atom: 5.45 eV Å⁻¹
Expectation value of S²: 8.767

These are the Mulliken partial charges, in e, on atoms 1 to 8: atom 1 (Tl): 0.998, atom 2 (Cl): -0.508, atom 3 (C): -1.208, atom 4 (C): -1.112, atom 5 (H): 0.308, atom 6 (H): 0.281, atom 7 (H): 0.222, atom 8 (H): 0.275

---

(3)
DFT (ωB97M-V with the def2-TZVPD basis set) results for C58H39BrLaN3O3P2S3 as an isolated structure.

The geometry in ORCA input format:
```
! RIJCOSX wB97M-V def2-TZVPD def2/J DEFGRID3
* xyz 0 1
La 1.757 -0.066 -0.963
O 0.709 2.026 0.106
S -0.412 1.176 0.617
C -0.136 1.095 2.386
C 0.238 2.233 3.060
C 0.259 2.295 4.464
C -0.195 1.208 5.163
C -0.421 0.976 6.627
C -1.027 -0.448 6.724
C -0.993 -0.980 5.320
C -1.322 -2.191 4.774
C -1.090 -2.397 3.403
C -0.639 -1.408 2.548
P -0.078 -1.870 0.849
C 0.966 -3.315 1.240
C 1.130 -4.314 0.283
C 2.067 -5.314 0.478
C 2.874 -5.305 1.604
C 2.726 -4.302 2.549
C 1.772 -3.316 2.377
C -1.669 -2.570 0.258
C -2.076 -3.888 0.423
C -3.316 -4.292 -0.041
C -4.162 -3.391 -0.666
C -3.765 -2.072 -0.825
C -2.526 -1.666 -0.367
C -0.435 -0.105 3.070
C -0.536 0.036 4.465
C -1.906 2.199 0.581
C -2.622 2.468 1.723
C -3.890 3.068 1.707
C -4.429 3.399 0.497
C -5.752 4.001 0.133
C -5.711 4.162 -1.404
C -4.403 3.555 -1.820
C -3.840 3.350 -3.049
C -2.586 2.729 -3.108
C -1.878 2.303 -1.996
P -0.266 1.496 -2.369
C -0.619 0.667 -3.960
C -1.217 -0.585 -3.818
C -1.452 -1.380 -4.920
C -1.097 -0.927 -6.180
C -0.506 0.319 -6.328
C -0.258 1.117 -5.225
C 0.736 2.947 -2.840
C 1.996 2.686 -3.381
C 2.854 3.725 -3.685
C 2.462 5.035 -3.458
C 1.212 5.297 -2.921
C 0.351 4.261 -2.601
C -2.430 2.518 -0.702
C -3.694 3.145 -0.676
H 0.494 3.105 2.477
H 0.580 3.199 4.957
H -1.082 1.735 7.045
H 0.522 1.044 7.173
H -2.057 -0.414 7.086
H -0.462 -1.082 7.408
H -1.713 -2.996 5.377
H -1.263 -3.386 3.004
H 0.546 -4.291 -0.627
H 2.182 -6.087 -0.266
H 3.635 -6.061 1.735
H 3.375 -4.279 3.413
H 1.671 -2.528 3.110
H -1.423 -4.604 0.898
H -3.624 -5.319 0.085
H -5.122 -3.715 -1.037
H -4.419 -1.361 -1.308
H -2.209 -0.635 -0.492
H -2.205 2.209 2.682
H -4.414 3.232 2.636
H -5.900 4.954 0.641
H -6.564 3.343 0.449
H -5.756 5.212 -1.701
H -6.550 3.654 -1.882
H -4.334 3.643 -3.964
H -2.147 2.574 -4.084
H -1.469 -0.938 -2.824
H -1.871 -2.366 -4.786
H -1.266 -1.551 -7.044
H -0.225 0.667 -7.310
H 0.215 2.081 -5.349
H 2.299 1.661 -3.582
H 3.830 3.508 -4.093
H 3.132 5.847 -3.694
H 0.904 6.316 -2.742
H -0.611 4.472 -2.156
S 3.407 -0.639 -3.072
C 2.547 -2.128 -3.278
S 1.056 -2.270 -2.408
C 3.024 -3.127 -4.095
C 2.415 -4.390 -4.148
N 1.949 -5.442 -4.156
C 4.195 -2.949 -4.852
N 5.154 -2.813 -5.472
Br 6.501 -3.332 3.891
C 6.086 -1.619 3.189
C 6.867 -0.516 3.512
N 6.601 0.692 3.056
C 5.578 0.858 2.238
C 4.749 -0.190 1.851
C 4.996 -1.463 2.351
C 3.613 0.005 0.904
O 3.714 0.822 -0.032
O 2.582 -0.701 1.077
H 7.738 -0.601 4.148
H 5.410 1.859 1.866
H 4.359 -2.290 2.067
*
```

Results
LUMO: -0.0296 Ha
Energy above the lowest of the compared OMol25 structures with the same formula, charge and spin: 129.90 kJ/mol
Frontier orbital gap: 6.39 eV
Strongest force on any atom: 2.59 eV Å⁻¹

These are the Mulliken partial charges, in e, on atoms 1 to 8: atom 1 (La): 0.535, atom 2 (O): -0.911, atom 3 (S): 1.827, atom 4 (C): 0.125, atom 5 (C): -0.477, atom 6 (C): -1.550, atom 7 (C): 0.816, atom 8 (C): -0.914

---

(4)
DFT (ωB97M-V with the def2-TZVPD basis set) results for C37H40Cl7N5O6SSi2Sr as an isolated structure.

The geometry in ORCA input format:
```
! RIJCOSX wB97M-V def2-TZVPD def2/J DEFGRID3
* xyz -1 2
Sr 0.820 0.136 -0.708
O -1.969 -3.644 -0.169
C -1.138 -2.666 -0.681
O -0.366 -1.967 0.258
C -1.021 -2.403 -1.998
C -1.774 -3.148 -3.004
C -1.620 -2.861 -4.314
C -0.731 -1.826 -4.747
C -0.049 -1.166 -3.748
N -0.153 -1.402 -2.447
C 0.900 -0.018 -4.057
O 1.235 0.157 -5.345
O 1.330 0.732 -3.216
H -2.883 -3.359 -0.278
H -2.432 -3.948 -2.692
H -2.180 -3.427 -5.049
H -0.672 -1.564 -5.794
H 0.902 -0.601 -5.843
Cl 8.726 -0.535 -1.488
C 7.045 -0.208 -1.247
C 6.141 -1.253 -1.070
Cl 6.700 -2.889 -1.103
C 4.798 -0.986 -0.869
Cl 3.646 -2.269 -0.678
C 4.279 0.335 -0.830
O 3.045 0.563 -0.632
C 5.227 1.376 -1.024
Cl 4.623 2.985 -0.975
C 6.570 1.104 -1.224
Cl 7.680 2.412 -1.446
C -1.922 -0.107 3.233
Si -2.162 -1.764 2.374
C -3.487 -1.470 1.071
C -2.874 -2.944 3.652
C -0.434 -2.375 1.651
C 0.568 -1.534 2.424
C 0.673 -1.723 3.809
C 1.597 -0.996 4.523
C 2.426 -0.100 3.853
C 2.259 0.035 2.492
N 1.335 -0.645 1.800
Si 0.279 -4.214 1.697
C 0.671 -4.844 -0.022
C -0.847 -5.430 2.572
C 1.955 -4.255 2.550
H -2.892 0.401 3.262
H -1.229 0.539 2.691
H -1.566 -0.209 4.259
H -4.126 -0.661 1.436
H -4.128 -2.343 0.927
H -3.051 -1.140 0.126
H -3.788 -2.481 4.040
H -2.216 -3.115 4.506
H -3.144 -3.913 3.232
H 0.037 -2.445 4.308
H 1.684 -1.131 5.594
H 3.181 0.477 4.369
H 2.872 0.707 1.900
H -0.198 -5.221 -0.558
H 1.388 -5.659 0.118
H 1.152 -4.085 -0.644
H -1.787 -5.575 2.036
H -1.079 -5.144 3.599
H -0.329 -6.394 2.606
H 2.684 -3.650 2.003
H 2.296 -5.295 2.507
H 1.980 -3.942 3.592
O -1.563 0.790 0.132
N -2.349 1.832 0.139
C -3.473 1.816 -0.609
C -4.300 2.916 -0.655
C -3.976 4.055 0.066
C -2.829 4.048 0.843
C -2.043 2.916 0.879
H -3.619 0.902 -1.162
H -5.183 2.869 -1.276
H -4.603 4.935 0.021
H -2.504 4.906 1.419
H -1.138 2.832 1.452
N -0.350 7.626 -0.786
C 0.116 6.861 0.284
S 0.119 7.576 1.825
C 0.527 5.538 0.003
C 0.411 4.930 -1.282
C 0.569 3.573 -1.422
N 0.867 2.728 -0.419
C 1.137 3.323 0.770
C 1.023 4.662 1.014
H -0.851 8.442 -0.475
H -0.811 7.119 -1.529
H 0.189 5.502 -2.174
H 0.453 3.123 -2.404
H 1.450 2.661 1.575
H 1.235 5.062 1.996
Cl -1.990 1.687 -3.621
C -2.634 2.190 -5.181
Cl -2.712 3.954 -5.351
H -3.639 1.803 -5.285
H -1.984 1.807 -5.958
*
```

Results
LUMO (spin up / spin down): 0.0658 / 0.0657 Ha
Energy above the lowest of the compared OMol25 structures with the same formula, charge and spin: 0.00 kJ/mol
Frontier orbital gap (spin up / spin down): 4.46 / 5.77 eV
Strongest force on any atom: 0.97 eV Å⁻¹
Expectation value of S²: 0.764

These are the Mulliken partial charges, in e, on atoms 1 to 8: atom 1 (Sr): 2.008, atom 2 (O): -0.611, atom 3 (C): -1.271, atom 4 (O): 0.615, atom 5 (C): 0.165, atom 6 (C): -1.610, atom 7 (C): -0.833, atom 8 (C): -1.367

---

Question: Number 2 is which compound?
Answer: C8H20ClORuTl